# 1
{
  "formula": "C20H35Cl2N4O3PdS",
  "method": "wB97M-V/def2-TZVPD",
  "species": ["O", "C", "C", "C", "H", "C", "H", "C", "H", "C", "H", "C", "H", "H", "C", "C", "H", "H", "H", "C", "C", "H", "H", "H", "H", "Pd", "Cl", "Cl", "C", "O", "N", "C", "C", "H", "H", "H", "H", "H", "H", "H", "H", "H", "C", "C", "N", "H", "C", "O", "H", "H", "H", "H", "C", "N", "C", "S", "N", "C", "H", "H", "H", "H", "H", "H", "H", "H"],
  "positions_angstrom": [[1.624, 1.052, -1.154], [1.410, 1.522, -2.393], [1.377, 3.058, -2.336], [1.059, 3.734, -1.168], [0.766, 3.202, -0.260], [1.032, 5.131, -1.169], [0.737, 5.642, -0.249], [1.365, 5.822, -2.335], [1.354, 6.908, -2.346], [1.731, 5.132, -3.503], [2.000, 5.654, -4.422], [1.743, 3.743, -3.494], [1.988, 3.123, -4.358], [2.289, 1.174, -2.985], [0.377, -0.490, -3.611], [0.194, 0.927, -3.154], [-0.253, -0.817, -4.446], [0.122, -1.161, -2.784], [1.423, -0.692, -3.819], [-0.932, 1.648, -3.411], [-2.201, 1.192, -4.041], [-0.976, 2.670, -3.050], [-2.448, 1.774, -4.922], [-3.045, 1.330, -3.366], [-2.164, 0.153, -4.327], [-0.205, 0.124, -0.225], [-1.197, 2.095, 0.802], [-2.185, -0.447, -1.514], [-2.478, -1.245, 1.063], [-1.292, -1.599, 0.861], [-3.300, -1.894, 1.860], [-2.829, -3.135, 2.405], [-4.662, -1.454, 2.118], [-2.898, -0.386, 0.514], [-1.784, -3.306, 2.162], [-3.399, -3.959, 1.989], [-2.952, -3.147, 3.482], [-4.742, -0.438, 1.719], [-4.841, -1.469, 3.197], [-5.367, -2.110, 1.599], [1.834, -5.010, -1.085], [4.407, -4.128, -0.710], [1.853, -4.198, -1.812], [4.133, -3.288, -1.354], [2.699, -3.115, -1.371], [0.825, -3.876, -1.978], [2.126, -1.990, -0.939], [0.879, -1.924, -0.829], [4.559, -2.361, -0.963], [2.763, -1.125, -0.704], [2.270, -4.601, -2.731], [4.485, -3.468, -2.372], [0.970, 1.253, 5.570], [0.142, 1.171, 4.284], [0.066, -0.006, 3.595], [0.776, -0.055, 2.002], [-0.268, -1.111, 4.274], [-0.991, -1.237, 5.599], [1.070, 0.240, 6.022], [0.371, 1.922, 6.223], [1.975, 1.721, 5.409], [0.450, 1.849, 3.574], [-0.387, -1.893, 3.636], [-1.985, -1.739, 5.447], [-0.360, -1.880, 6.267], [-1.100, -0.214, 6.017]],
  "forces_ev_per_a": [[-1.1, -1.7, 1.9], [-0.2, 0.5, -0.7], [0.5, -0.7, -0.8], [-0.3, 0.3, 0.2], [0.2, 0.0, -0.5], [0.1, -0.2, -0.4], [0.1, 0.0, -0.4], [0.1, 0.1, -0.2], [0.0, 0.0, 0.0], [0.0, -0.1, 0.2], [-0.1, 0.1, 0.3], [-0.3, 0.2, 0.5], [0.0, 0.4, 0.0], [0.0, 0.6, -0.5], [-0.4, -0.5, 0.6], [-1.0, 1.3, -0.8], [0.2, 0.4, 0.0], [0.0, 0.0, -0.1], [0.3, 0.0, -0.3], [1.4, -0.5, 0.5], [-0.1, 0.0, -0.2], [0.2, 0.1, 0.1], [0.1, 0.3, -0.4], [0.1, -0.1, 0.2], [-0.1, -0.3, 0.0], [0.7, 0.0, -0.3], [-0.7, 0.4, 0.2], [-0.6, -0.1, -1.4], [1.9, 0.8, -1.2], [-2.1, 0.0, 1.0], [-0.4, -0.8, 0.9], [-0.4, -0.4, 0.3], [0.7, -0.1, -0.4], [0.1, -0.1, 0.7], [0.0, 0.3, -0.1], [-0.2, -0.3, 0.0], [-0.1, -0.1, 0.4], [-0.2, -0.2, 0.2], [-0.2, 0.1, -0.1], [-0.1, 0.1, 0.2], [0.0, -0.1, 0.2], [0.1, 0.0, 0.0], [0.1, -0.4, -0.1], [-0.4, 0.2, -0.1], [0.2, -0.1, 0.0], [0.3, 0.2, 0.1], [-2.8, 0.6, 0.5], [2.1, 0.1, -0.1], [0.2, -0.2, -0.1], [0.0, -0.1, -0.1], [0.0, -0.1, -0.3], [0.2, 0.0, 0.1], [-1.1, 0.3, -0.7], [1.1, 0.5, 0.4], [1.8, 0.2, -1.1], [0.7, -0.3, 2.6], [-1.4, -1.1, 0.5], [0.6, 0.1, -1.0], [0.0, 0.9, -0.4], [0.6, -0.5, 0.0], [-0.9, -0.6, -0.1], [-0.3, -0.1, 0.6], [0.2, 0.1, 0.2], [0.9, 0.6, 0.1], [-0.6, 0.7, -0.4], [-0.2, -0.9, -0.2]],
  "mulliken_charge": [-0.838, 0.794, -0.709, -0.002, 0.298, -0.727, 0.381, -0.326, 0.342, -0.689, 0.353, -0.099, 0.329, 0.227, -1.416, 0.439, 0.389, 0.119, 0.401, 0.183, -1.612, 0.325, 0.428, 0.266, 0.314, 1.098, -0.615, -0.706, 0.092, -0.662, 0.403, -0.961, -0.949, 0.402, 0.237, 0.322, 0.259, 0.302, 0.296, 0.316, 0.318, 0.318, -1.040, -0.912, 0.312, 0.257, 0.281, -0.574, 0.264, 0.133, 0.366, 0.322, -0.896, -0.248, 0.289, -0.460, -0.136, -0.916, 0.337, 0.276, 0.242, 0.342, 0.224, 0.232, 0.283, 0.384],
  "lumo_energy_ev": [2.3, 2.3],
  "spin_multiplicity": 3,
  "total_charge": -1,
  "s2": 2.0108,
  "orbital_gap_ha": [0.22768, 0.23456],
  "e_homo_ha": [-0.1433, -0.1502]
}

***

# 2
{
  "formula": "C7H12IN3O",
  "method": "wB97M-V/def2-TZVPD",
  "species": ["C", "C", "C", "C", "C", "C", "C", "N", "N", "N", "O", "I", "H", "H", "H", "H", "H", "H", "H", "H", "H", "H", "H", "H"],
  "positions_angstrom": [[2.765, 1.736, -1.017], [2.108, 0.669, -0.475], [1.146, 2.038, 1.165], [-0.726, 0.050, -1.092], [-1.613, -1.502, 0.687], [0.474, -0.273, 1.025], [-0.902, -0.246, 0.410], [0.900, 2.785, 2.081], [2.494, 2.896, -0.533], [1.266, 0.837, 0.645], [2.444, -0.612, -0.810], [2.317, 4.642, -1.671], [3.492, 1.596, -1.815], [0.002, -0.630, -1.364], [-1.590, -0.094, -1.723], [-0.402, 1.174, -1.212], [-0.944, -2.329, 0.341], [-2.534, -1.752, 0.210], [-1.657, -1.473, 1.819], [0.514, -0.216, 2.073], [1.117, -1.205, 0.707], [-1.462, 0.574, 0.895], [0.900, 3.756, 1.936], [2.233, -0.855, -1.702]],
  "forces_ev_per_a": [[-0.4, -1.9, -1.2], [1.7, 0.2, -1.3], [1.0, 0.0, -2.2], [-0.8, 3.3, 1.1], [1.5, -1.8, 1.8], [0.7, -2.3, -0.5], [-0.8, 1.9, -1.2], [0.3, -1.5, 0.7], [-1.1, 2.9, 3.1], [1.2, 1.7, -0.8], [0.5, -0.7, 1.4], [0.1, -0.8, 0.1], [-0.3, -0.2, -0.2], [1.7, -1.1, -1.3], [-0.5, -0.1, 0.2], [-0.3, -2.3, -0.1], [-0.3, 0.3, 0.6], [-0.9, 0.6, -0.1], [-0.5, -1.0, -1.2], [-0.6, -0.5, 1.7], [-1.6, 1.7, 0.6], [0.2, -0.1, -0.2], [-0.4, 1.5, -0.2], [-0.4, 0.3, -0.7]],
  "mulliken_charge": [0.168, -0.160, 0.559, -1.166, -1.487, -1.287, 0.940, -0.534, -0.758, 0.184, -0.563, -0.014, 0.459, 0.266, 0.460, 0.183, 0.318, 0.382, 0.324, 0.479, 0.358, 0.227, 0.329, 0.332],
  "lumo_energy_ev": [0.0, 0.0],
  "total_charge": 0,
  "orbital_gap_ha": [0.24766, 0.24773],
  "e_homo_ha": [-0.2473, -0.2474]
}

***

# 3
{
  "formula": "C10H13O2PS",
  "method": "wB97M-V/def2-TZVPD",
  "species": ["C", "O", "C", "C", "C", "C", "C", "O", "C", "C", "P", "S", "C", "C", "H", "H", "H", "H", "H", "H", "H", "H", "H", "H", "H", "H", "H"],
  "positions_angstrom": [[0.840, -3.464, 0.280], [0.200, -2.235, 0.077], [0.866, -1.088, 0.290], [2.253, -0.897, 0.419], [2.810, 0.342, 0.586], [1.999, 1.459, 0.663], [0.617, 1.327, 0.426], [-0.413, 2.210, 0.177], [-0.435, 3.523, 0.644], [0.083, 0.072, 0.385], [-2.065, 0.160, 0.076], [-3.319, 0.811, 1.438], [-2.506, -1.226, -1.154], [-2.225, 0.162, -1.704], [0.073, -4.286, 0.109], [1.447, -3.477, 1.202], [1.584, -3.352, -0.594], [2.882, -1.756, 0.241], [3.876, 0.461, 0.756], [2.433, 2.413, 0.744], [0.179, 3.903, 1.408], [-1.528, 3.652, 0.738], [-0.185, 4.042, -0.224], [-3.529, -1.686, -1.385], [-1.557, -1.830, -1.311], [-1.231, 0.227, -2.148], [-3.149, 0.533, -2.137]],
  "forces_ev_per_a": [[1.7, 0.1, -2.5], [-1.3, 0.7, 1.0], [-0.2, 1.5, 0.5], [-0.5, -2.0, -0.8], [-0.3, 0.6, 0.8], [-1.1, 0.4, -0.8], [-0.6, -0.3, 0.2], [2.0, -1.2, 1.0], [-2.4, 0.2, -1.6], [-3.0, -1.7, -1.1], [1.5, -1.8, 0.1], [0.6, 0.0, -0.5], [1.5, -0.9, 0.6], [-0.2, 0.3, 0.0], [1.3, 1.1, 0.5], [-0.7, -0.3, -0.1], [-0.5, -1.7, 1.2], [0.2, -0.1, 0.3], [-0.1, -0.1, -0.2], [0.5, 1.1, 0.2], [0.7, -0.5, 1.5], [0.6, 0.6, 0.8], [0.5, 1.8, -1.3], [1.7, 0.7, 0.9], [-1.9, 0.1, 0.3], [-0.6, 0.5, -0.6], [0.6, 0.8, -0.3]],
  "mulliken_charge": [-0.835, -0.319, 0.608, -0.418, -0.729, -0.782, 0.599, -0.221, -0.965, 0.042, 0.279, -0.407, -0.405, -0.543, 0.227, 0.319, 0.329, 0.315, 0.364, 0.450, 0.384, 0.257, 0.402, 0.335, 0.095, 0.276, 0.342],
  "lumo_energy_ev": 0.7,
  "total_charge": 0,
  "orbital_gap_ha": 0.31842,
  "smiles": "COc1cccc(OC)c1P1(=S)CC1",
  "e_homo_ha": -0.2919
}